[1]
DFT (wB97M-V/def2-TZVPD) results for a structure of composition C3Br3F3I2 at a distorted geometry.

## Properties
Molar mass   586.547 g mol⁻¹
F_max   2.7 eV Å⁻¹
2S+1   1
Orbital gap (alpha / beta)   6.52 / 7.99 eV

Geometry (Å):
C1 0.8218 -0.3559 0.1988
C2 1.8219 0.5499 -0.4429
C3 -2.5614 -0.1558 0.2766
F1 1.5497 0.8093 -1.6888
F2 3.0994 0.1328 -0.3422
F3 1.8060 1.7362 0.1013
Br1 -2.9215 -1.9332 -0.1018
Br2 -2.6055 0.7146 1.9382
Br3 -3.0128 1.0635 -1.1032
I1 0.4793 -1.9617 -1.0000
I2 1.5233 -0.5995 2.1639

=====

[2]
DFT (wB97M-V/def2-TZVPD) results for an isolated molecule of C4H11BrNP at a distorted geometry.

## Properties
Molar mass   184.017 g mol⁻¹
Energy above the lowest of the compared OMol25 structures with the same formula, charge and spin   126.2 kJ/mol
F_max   4.1 eV Å⁻¹
SMILES   CCN(CC)PBr
2S+1   1
Orbital gap   8.54 eV

Geometry (Å):
C1 0.9408 0.4987 1.8942
C2 1.0780 0.5397 0.3400
N1 -0.1958 0.2839 -0.3936
C3 -0.2406 -0.8154 -1.2703
C4 -0.7902 -2.0631 -0.5760
P1 -1.0048 2.0575 -1.3816
Br1 -0.5288 3.5763 0.1288
H1 -0.1540 0.0888 2.0066
H2 1.6704 -0.0221 2.4852
H3 0.8653 1.5761 2.2819
H4 1.3970 1.5600 0.0191
H5 1.7522 -0.2861 -0.0851
H6 0.8474 -1.1402 -1.6204
H7 -0.6613 -0.5656 -2.2548
H8 -1.9014 -2.0367 -0.3727
H9 -0.5357 -3.0875 -1.0011
H10 -0.3272 -2.1223 0.4374
H11 -2.2114 1.9581 -0.6375

=====

[3]
DFT (wB97M-V/def2-TZVPD) results for a structure of composition C26H27N5O7S3Sn at a distorted geometry.

## Properties
Molar mass   736.442 g mol⁻¹
Energy above the lowest of the compared OMol25 structures with the same formula, charge and spin   34.7 kJ/mol
F_max   1.1 eV Å⁻¹
Total charge   -2
2S+1   1
Orbital gap   5.41 eV

Geometry (Å):
Sn1 -0.4644 -0.4119 0.6977
O1 3.0513 1.2197 2.0488
C1 1.9215 0.8928 2.4357
O2 1.3297 -0.2155 2.1817
C2 1.1764 1.8153 3.3782
C3 1.8096 2.1250 4.5784
C4 1.1695 2.8491 5.5714
C5 -0.1353 3.2758 5.3583
C6 -0.7620 3.0108 4.1536
C7 -0.1255 2.2821 3.1386
S1 -0.9923 2.0810 1.6161
H1 2.8235 1.7720 4.7270
H2 1.6790 3.0719 6.5022
H3 -0.6652 3.8161 6.1360
H4 -1.7720 3.3576 3.9734
O3 -3.7902 -3.3413 1.0774
C8 -2.8474 -2.6045 0.7645
O4 -2.5012 -1.5416 1.3955
C9 -1.9662 -3.0023 -0.4980
O5 -2.5663 -3.4507 -1.4997
O6 -0.7256 -2.8337 -0.3645
O7 1.1181 2.1951 -4.3022
S2 0.1095 1.9421 -3.2223
C10 -1.2484 3.1402 -3.5235
C11 -0.7403 4.4687 -2.9966
C12 -0.2036 4.1386 -1.6082
C13 0.6983 2.9219 -1.7759
H5 -2.0871 2.7612 -2.9362
H6 -1.4826 3.1270 -4.5866
H7 -1.5238 5.2297 -2.9692
H8 0.0713 4.8213 -3.6407
H9 -1.0256 3.8776 -0.9389
H10 0.3403 4.9759 -1.1670
H11 0.6827 2.2804 -0.8971
H12 1.7262 3.1818 -2.0259
N1 4.0188 -1.7041 -9.5944
C14 3.7705 -1.4590 -8.4972
C15 3.4814 -1.1613 -7.1373
C16 2.1609 -1.0790 -6.6815
C17 1.8948 -0.7962 -5.3612
C18 2.9403 -0.5892 -4.4608
C19 4.2572 -0.6752 -4.9116
C20 4.5275 -0.9513 -6.2345
N2 2.6706 -0.3080 -3.1216
C21 3.4846 0.3744 -2.2304
C22 2.8131 0.4065 -1.0491
N3 1.6104 -0.2498 -1.1892
C23 1.5491 -0.6571 -2.4245
H13 1.3498 -1.2291 -7.3809
H14 0.8740 -0.6977 -5.0210
H15 5.0730 -0.5328 -4.2169
H16 5.5494 -1.0125 -6.5841
H17 4.4215 0.8137 -2.5218
H18 3.1097 0.8231 -0.0958
H19 0.7280 -1.2322 -2.8252
C24 -5.0713 0.6255 1.4171
N4 -4.2096 0.8971 0.2753
C25 -3.9115 0.0742 -0.7545
S3 -2.5110 0.4444 -1.6484
N5 -4.7073 -0.8990 -1.2030
C26 -5.8905 -1.4610 -0.5709
H20 -5.2131 1.5669 1.9486
H21 -4.6119 -0.0986 2.0947
H22 -6.0442 0.2665 1.1014
H23 -3.4025 1.4555 0.5225
H24 -4.1711 -1.6016 -1.7301
H25 -5.7056 -1.7857 0.4527
H26 -6.1609 -2.3488 -1.1383
H27 -6.7251 -0.7555 -0.6154

=====

[4]
DFT (wB97M-V/def2-TZVPD) results for an isolated molecule of C5H10N2 at a distorted geometry.

## Properties
Molar mass   98.149 g mol⁻¹
Energy above the lowest of the compared OMol25 structures with the same formula, charge and spin   52.9 kJ/mol
F_max   1.0 eV Å⁻¹
SMILES   [H]/N=C/C(N)=C(C)C
2S+1   1
Orbital gap   8.80 eV

Geometry (Å):
H1 3.2853 1.6631 -0.5941
N1 2.7231 0.9768 -0.0983
C1 1.5267 0.8628 -0.5013
C2 0.6445 -0.0929 0.1498
N2 1.2935 -0.9652 1.0207
C3 -0.6857 -0.1714 -0.0925
C4 -1.4187 0.7267 -1.0441
C5 -1.5039 -1.1758 0.6678
H2 1.0941 1.4581 -1.3108
H3 0.7825 -1.2134 1.8534
H4 2.2350 -0.6417 1.2034
H5 -1.6438 1.6874 -0.5764
H6 -0.8455 0.9201 -1.9476
H7 -2.3621 0.2719 -1.3369
H8 -2.5273 -1.2056 0.3051
H9 -1.5303 -0.9315 1.7324
H10 -1.0676 -2.1694 0.5694

=====

[5]
DFT (wB97M-V/def2-TZVPD) results for a structure of composition C37H26Cl3IN4O6V at a distorted geometry.

## Properties
Molar mass   906.844 g mol⁻¹
Energy above the lowest of the compared OMol25 structures with the same formula, charge and spin   86.9 kJ/mol
F_max   3.9 eV Å⁻¹
2S+1   2
Orbital gap (alpha / beta)   6.54 / 6.95 eV

Geometry (Å):
V1 -7.0027 -7.7967 16.8018
C1 -9.7298 -8.6381 13.1487
O1 -9.6598 -7.1796 12.9453
C2 -10.0846 -6.5037 14.0721
C3 -11.1153 -5.6473 13.9419
C4 -11.5832 -4.8670 15.0441
C5 -11.0549 -5.0883 16.3066
C6 -10.0525 -6.0618 16.5054
C7 -9.4550 -6.2020 17.8080
N1 -8.3595 -6.8603 18.1053
N2 -8.1045 -6.8789 19.4819
C8 -7.0661 -7.6154 19.6417
O2 -6.4563 -8.0595 18.5992
C9 -6.4634 -7.9612 20.9447
C10 -5.6649 -9.0451 21.3140
C11 -5.3259 -9.3238 22.6406
C12 -5.8060 -8.5819 23.7215
C13 -6.7027 -7.5624 23.4029
C14 -7.0086 -7.2294 22.0630
C15 -9.5048 -6.7733 15.3668
O3 -8.4947 -7.5435 15.6395
H1 -10.7950 -8.8016 12.9601
H2 -9.1380 -9.0724 12.3143
H3 -9.2907 -8.9442 14.1362
H4 -11.4632 -5.4247 12.9154
H5 -12.3312 -4.1087 14.9780
H6 -11.4997 -4.6394 17.1671
H7 -9.9485 -5.6824 18.6204
H8 -5.3034 -9.6542 20.5705
H9 -4.6394 -10.1941 22.7797
H10 -5.4085 -8.7605 24.7425
H11 -7.1949 -7.0103 24.1835
H12 -7.8315 -6.5974 21.8817
Cl1 -9.8968 -2.7945 12.8145
C16 -8.7109 -3.5859 13.7759
C17 -8.5074 -3.3841 15.1122
C18 -7.5711 -4.1796 15.7980
Cl2 -7.2020 -3.8042 17.5242
C19 -6.9494 -5.2781 15.2392
O4 -6.3522 -6.1887 16.0279
C20 -7.0806 -5.4031 13.8399
C21 -6.3995 -6.4264 12.9796
O5 -5.7176 -7.3923 13.3145
C22 -7.9891 -4.6361 13.1565
H13 -9.0209 -2.5700 15.7076
H14 -6.4704 -6.2508 11.8881
H15 -8.1690 -4.9070 12.1202
Cl3 -3.0642 -13.3384 16.9151
C23 -4.3681 -12.1962 16.7612
C24 -5.6099 -12.6778 16.8293
C25 -6.7577 -11.8189 16.8676
I1 -8.5726 -12.6861 17.0062
C26 -6.5967 -10.4700 16.7314
O6 -7.5523 -9.5741 16.7094
C27 -5.2730 -10.0120 16.5411
N3 -5.1459 -8.6457 16.2866
C28 -3.9792 -8.0672 16.0462
C29 -2.8529 -8.8707 15.8904
C30 -2.9781 -10.2452 16.0809
C31 -4.1676 -10.8618 16.5063
H16 -5.8389 -13.7841 16.9135
H17 -3.9817 -6.9733 15.8020
H18 -1.9539 -8.4224 15.3768
H19 -2.0645 -10.8824 16.0042
N4 -8.1649 -7.5600 10.0126
C32 -8.9417 -6.8013 9.1238
C33 -8.4526 -5.8526 8.2334
C34 -9.2710 -5.0785 7.4403
C35 -10.6390 -5.4289 7.3853
C36 -11.1588 -6.3614 8.2827
C37 -10.3394 -7.0450 9.1405
H20 -8.5165 -7.3373 10.9575
H21 -7.1879 -7.2369 10.0332
H22 -7.3922 -5.7567 8.1672
H23 -8.8404 -4.3754 6.8004
H24 -11.3922 -4.9505 6.7938
H25 -12.2276 -6.6095 8.4198
H26 -10.7576 -7.6669 9.8499

=====

[6]
DFT (wB97M-V/def2-TZVPD) results for a cluster of 2 separate species, C2H7NOS2 in total at a distorted geometry.

## Properties
Molar mass   125.218 g mol⁻¹
Energy above the lowest of the compared OMol25 structures with the same formula, charge and spin   347.3 kJ/mol
F_max   4.2 eV Å⁻¹
2S+1   1
Orbital gap (alpha / beta)   7.49 / 7.35 eV

Geometry (Å):
C1 -1.3275 -1.7465 -0.3126
C2 -1.8352 -0.2465 -0.5524
N1 3.2659 1.7931 0.6148
O1 -0.8041 0.6530 -0.5887
S1 2.6680 0.4842 1.4172
S2 -0.0511 1.1955 0.6821
H1 -2.1873 -2.4182 -0.6256
H2 -0.4210 -1.9193 -0.9081
H3 -1.0219 -2.1020 0.6897
H4 -2.5238 -0.0447 0.2244
H5 -2.1495 -0.2912 -1.5704
H6 3.5413 2.5815 1.1587
H7 2.8461 2.0612 -0.2290